[1]
Below is the molecule C3H3N3O, with properties calculated with ωB97M-V/def2-TZVPD.

Computed properties:
Maximum force (eV/A): 0.74
E (Ha): -355.47370
Highest occupied orbital energy (alpha / beta) (Ha): -0.3230 / -0.3230

Positions of all 10 atoms, in Å:
1 O 3.086001 -0.665620 0.961861
2 C 2.095173 -0.967285 0.359147
3 N 0.934972 -0.114772 0.309203
4 C -1.679261 1.799640 -1.251685
5 N -1.489712 0.919202 -0.450235
6 C -1.316487 -0.191750 0.185172
7 N -0.093397 -0.833399 0.301333
8 H 1.987132 -1.893064 -0.234870
9 H -1.697024 2.858123 -1.006560
10 H -2.171708 -0.701463 0.602574

Cartesian forces (eV/Å) of the 2 atoms listed first:
O -0.560 -0.044 -0.339
C 0.539 0.077 0.192

---

[2]
Below is a 3-piece molecular cluster, C26H32Cl2F3N2O16P2S overall at a distorted geometry, with properties calculated with ωB97M-V/def2-TZVPD.

Computed properties:
Maximum force (eV/A): 1.34
E (Ha): -4623.88007
Net charge: +1
Highest occupied orbital energy (Ha): -0.4157

Positions of all 84 atoms, in Å:
1 C -3.439548 4.425268 2.640444
2 C -2.923470 3.830908 1.350490
3 O -3.193198 4.272441 0.274509
4 O -2.161712 2.700255 1.429628
5 C -1.256720 2.529700 2.537003
6 C -0.201568 1.538137 2.065560
7 C 1.061650 2.234508 1.515739
8 C 1.838033 1.392052 0.495560
9 C 1.656116 1.744491 -1.009772
10 P 3.008818 3.081076 -1.230487
11 N 2.482577 4.366136 -0.211858
12 O 2.611302 3.656565 -2.713766
13 C 2.286190 0.616351 -1.861212
14 C 1.761697 0.642047 -3.280205
15 N 0.363624 0.071643 -3.280812
16 Cl -0.417365 0.620059 -4.835924
17 C 0.449576 -1.422599 -3.405483
18 C 0.843643 -1.890612 -4.812057
19 O 1.990745 -2.023384 -5.107406
20 C -0.463175 0.565301 -2.059737
21 Cl -0.444686 -0.669841 -0.770257
22 P -2.354189 0.601096 -2.669880
23 O -2.602023 -1.013144 -2.691188
24 O -3.167766 1.049318 -1.347425
25 C 0.134302 1.885134 -1.423564
26 S -0.449613 3.308051 -2.424673
27 O 0.233284 3.345587 -3.682656
28 O -1.879609 3.201866 -2.407768
29 C -0.170263 4.943239 -1.500309
30 F 0.941405 5.535057 -1.900550
31 F -1.208533 5.697702 -1.832034
32 F -0.149089 4.733197 -0.194473
33 H -3.181924 3.853342 3.527006
34 H -3.067756 5.446143 2.728486
35 H -4.524129 4.480606 2.551994
36 H -1.768940 2.164032 3.426938
37 H -0.802966 3.494212 2.791465
38 H -0.668727 0.926099 1.295938
39 H 0.091449 0.923641 2.918568
40 H 1.706419 2.425063 2.378014
41 H 0.802299 3.214474 1.115843
42 H 1.629620 0.333291 0.666391
43 H 2.916528 1.494212 0.681165
44 H 2.945054 4.241741 0.685997
45 H 2.810818 5.255183 -0.581507
46 H 3.331225 4.199048 -3.057208
47 H 3.372061 0.741729 -1.896216
48 H 2.104246 -0.358014 -1.402337
49 H 2.353851 0.006401 -3.937370
50 H 1.734272 1.646806 -3.697490
51 H 1.210243 -1.782796 -2.716200
52 H -0.503523 -1.872389 -3.148284
53 H 0.023101 -2.153415 -5.489626
54 H -2.407497 -1.504429 -1.877514
55 H -3.591842 0.318730 -0.881548
56 H -0.457270 1.982444 -0.507157
57 C -1.064282 -6.289522 -3.734079
58 C -1.060195 -7.507524 -3.163084
59 C 0.226938 -8.243026 -2.830842
60 O 0.101595 -9.327318 -2.297810
61 C 1.490165 -7.619970 -3.164223
62 C 1.480541 -6.409916 -3.739713
63 C 0.194845 -5.669730 -4.041828
64 O 0.321552 -4.558420 -4.543647
65 O 2.575456 -5.752323 -4.090087
66 O -2.148375 -8.169073 -2.837078
67 H -1.976432 -5.761104 -3.973258
68 H 2.402367 -8.154869 -2.941403
69 H 2.284624 -4.915379 -4.501506
70 H -1.852498 -9.016163 -2.443176
71 C -0.396865 -1.211873 5.630700
72 C 0.320760 -1.777334 6.615688
73 C 0.454269 -1.141912 7.987772
74 O 1.119412 -1.755226 8.799070
75 C -0.200827 0.124594 8.234344
76 C -0.915331 0.685221 7.248960
77 C -1.059780 0.041552 5.886640
78 O -1.739583 0.641547 5.065154
79 O -1.555382 1.838412 7.367549
80 O 0.968095 -2.918060 6.494865
81 H -0.500703 -1.660765 4.652942
82 H -0.094464 0.577356 9.209859
83 H -2.002981 1.994924 6.514377
84 H 1.390028 -3.087855 7.363035

Cartesian forces (eV/Å) of the 2 atoms listed first:
C 0.028 -0.025 -0.105
C -0.055 -0.032 0.229

---

[3]
Below is a 2-piece molecular cluster, C5H9NO overall at a distorted geometry, with properties calculated with ωB97M-V/def2-TZVPD.

Computed properties:
Maximum force (eV/A): 1.47
SMILES: CCC=C=N.C=O
E (Ha): -325.79082
Highest occupied orbital energy (Ha): -0.3020

Positions of all 16 atoms, in Å:
1 N -0.727089 1.479861 2.426061
2 C -0.651497 1.174858 1.241612
3 C -0.719483 1.226355 -0.073670
4 C 0.242541 0.755182 -1.139649
5 C -0.048916 -0.739245 -1.391124
6 C 0.929393 -1.332844 0.863405
7 O 0.174049 -0.885036 1.687160
8 H -0.900684 0.736532 3.095485
9 H -0.699608 -1.021147 -0.556992
10 H -1.639070 1.705236 -0.376139
11 H 1.290107 0.971109 -0.885121
12 H 0.044523 1.316816 -2.056849
13 H -0.695270 -0.870104 -2.251183
14 H 0.817383 -1.402418 -1.545796
15 H 1.731212 -0.731565 0.397091
16 H 0.852409 -2.383591 0.565709

Cartesian forces (eV/Å) of the 2 atoms listed first:
N 0.481 0.069 -0.274
C -0.437 1.389 0.169

---

[4]
Below is a 9-piece molecular cluster, C45H94F4N11O9S4 overall at a distorted geometry, with properties calculated with ωB97M-V/def2-TZVPD.

Computed properties:
Maximum force (eV/A): 12.28
E (Ha): -5041.44095
Net charge: +3
Highest occupied orbital energy (Ha): -0.4448

Positions of all 167 atoms, in Å:
1 C -11.648500 11.769270 7.343271
2 C -12.204144 11.713246 8.745813
3 C -11.652053 10.592178 9.584489
4 O -12.176745 12.979937 9.358787
5 H -11.617147 10.814719 6.817965
6 H -10.663266 12.233498 7.387057
7 H -12.226735 12.365916 6.637749
8 H -13.279677 11.607780 8.603676
9 H -11.841887 10.873437 10.620324
10 H -10.604490 10.317915 9.460067
11 H -12.242684 9.731284 9.271274
12 C -11.273709 8.037144 5.212657
13 C -10.257737 7.185812 5.986990
14 N -10.572785 7.015850 7.382982
15 C -11.770289 6.545456 8.013741
16 C -11.418032 6.504772 9.347100
17 N -10.145766 7.052998 9.579500
18 C -9.604251 7.394243 8.345974
19 C -9.390577 7.402944 10.789186
20 H -12.134680 7.414591 4.969205
21 H -10.927764 8.436544 4.259297
22 H -11.506450 8.886340 5.855153
23 H -9.261648 7.616219 5.883738
24 H -10.274004 6.236982 5.450737
25 H -12.686551 6.267774 7.513987
26 H -11.971552 6.041995 10.150763
27 H -8.673362 7.871817 8.078072
28 H -10.106555 7.490414 11.606395
29 H -8.902325 8.376756 10.826647
30 H -8.541991 6.730471 10.914800
31 C -9.055170 11.833401 4.323988
32 C -8.001650 11.986649 5.460841
33 N -6.663007 11.447446 4.937316
34 C -5.779266 12.251395 4.189187
35 C -4.639905 11.529966 3.930990
36 N -4.849502 10.326568 4.624081
37 C -6.135523 10.234038 5.144702
38 C -3.868220 9.245659 4.723768
39 H -8.722537 12.212444 3.357665
40 H -10.000306 12.261225 4.658344
41 H -9.259650 10.769408 4.204809
42 H -8.349542 11.269847 6.204658
43 H -7.875413 13.001882 5.836962
44 H -5.977586 13.236252 3.792818
45 H -3.758930 11.655723 3.319056
46 H -6.688905 9.409200 5.568756
47 H -4.351476 8.305549 4.457780
48 H -3.695852 8.990756 5.769431
49 H -2.999063 9.457726 4.101118
50 C -9.851725 15.956006 16.327358
51 C -9.315980 16.425401 14.940696
52 N -9.664806 15.390735 14.023802
53 C -10.666313 15.594271 13.085895
54 C -10.680275 14.518741 12.195504
55 N -9.580726 13.700113 12.491522
56 C -8.951566 14.227238 13.632451
57 C -9.138741 12.539895 11.806205
58 H -9.234689 16.378551 17.120346
59 H -9.891461 14.901079 16.598738
60 H -10.769774 16.539096 16.400135
61 H -8.230497 16.328513 14.919637
62 H -9.680340 17.416947 14.672040
63 H -11.382091 16.400770 13.145912
64 H -11.403704 14.196951 11.460999
65 H -7.933587 13.948918 13.861890
66 H -8.065675 12.376152 11.905272
67 H -9.253985 12.687552 10.732418
68 H -9.771300 11.713901 12.131325
69 C -13.280350 14.870847 14.830989
70 C -14.451550 14.134176 14.237009
71 C -14.386594 13.824417 12.706421
72 N -15.747280 13.506040 12.092015
73 C -16.398233 12.278011 12.749874
74 C -15.499204 13.179799 10.538996
75 C -16.762110 13.623120 9.712216
76 C -17.616090 14.450563 10.701839
77 C -16.686733 14.806480 11.910024
78 H -13.208697 15.901295 14.482942
79 H -12.257032 14.501713 14.762762
80 H -13.483585 15.006655 15.893232
81 H -15.392269 14.636630 14.462148
82 H -14.388540 13.172118 14.745505
83 H -13.817154 12.909828 12.540987
84 H -13.943641 14.615110 12.100868
85 H -17.114402 11.699844 12.165995
86 H -16.882735 12.754454 13.602151
87 H -15.615639 11.669415 13.202920
88 H -15.288549 12.116450 10.424873
89 H -14.517749 13.545723 10.237397
90 H -17.348638 12.804470 9.295189
91 H -16.546082 14.245301 8.843708
92 H -18.490099 14.010596 11.182076
93 H -17.880521 15.419881 10.279229
94 H -17.322347 14.971783 12.779952
95 H -16.037488 15.666581 11.746304
96 C -14.650933 10.109896 5.664940
97 C -15.666819 9.695847 4.567088
98 C -16.115471 10.911099 3.867232
99 N -16.947040 10.784070 2.568366
100 C -18.352035 10.181272 2.827297
101 C -17.013231 12.196491 1.964538
102 C -17.421407 12.010501 0.452845
103 C -16.955788 10.565658 0.091459
104 C -16.375101 10.044656 1.375633
105 H -14.126995 9.248504 6.079184
106 H -14.940686 10.735973 6.508836
107 H -13.758623 10.576516 5.247611
108 H -16.478231 9.262345 5.151706
109 H -15.293394 8.928542 3.888934
110 H -15.337291 11.585775 3.510376
111 H -16.749632 11.436183 4.581538
112 H -18.949269 9.989400 1.935906
113 H -18.781849 11.067303 3.294520
114 H -18.122852 9.359407 3.505628
115 H -17.748939 12.750931 2.547150
116 H -16.121591 12.816159 2.059837
117 H -18.491786 11.991614 0.247834
118 H -16.940235 12.778327 -0.152982
119 H -17.733474 9.909763 -0.299836
120 H -16.209153 10.494369 -0.699463
121 H -16.753388 9.042701 1.578341
122 H -15.290573 10.033244 1.267012
123 C -9.062692 14.913411 8.447045
124 C -9.693640 15.649401 7.249575
125 C -11.182994 15.917068 7.575979
126 N -12.006230 16.859121 6.587310
127 C -12.046400 16.209936 5.205698
128 C -11.563791 18.312249 6.547003
129 C -12.714168 19.309174 6.354712
130 C -13.908197 18.361728 6.381017
131 C -13.553761 16.967074 6.989193
132 H -9.429168 15.206550 9.430846
133 H -8.021960 14.681260 8.221029
134 H -9.489259 13.910625 8.423421
135 H -9.702405 15.115958 6.299063
136 H -9.128739 16.578079 7.168757
137 H -11.149452 16.454461 8.523702
138 H -11.855847 15.067770 7.694547
139 H -12.559389 16.928235 4.566185
140 H -12.683160 15.328646 5.282959
141 H -11.030930 15.958955 4.899207
142 H -10.779592 18.336687 5.790352
143 H -11.077363 18.533485 7.497022
144 H -12.618866 19.955433 5.482153
145 H -12.589306 20.013630 7.177058
146 H -14.404041 18.200190 5.423861
147 H -14.772960 18.828441 6.852690
148 H -14.150449 16.143581 6.596867
149 H -13.602308 17.011947 8.077181
150 N -6.743844 9.194352 8.220194
151 S -6.872840 10.768140 8.915596
152 O -6.473756 11.846104 8.048099
153 O -6.508218 10.911883 10.315943
154 F -8.434811 10.911993 8.888778
155 S -5.300615 9.111246 8.527567
156 O -4.929210 8.404447 9.769946
157 O -4.437314 10.037170 7.850932
158 F -4.938056 7.921499 7.489515
159 N -13.603722 8.334423 14.216128
160 S -15.077586 8.252541 13.988976
161 O -15.687557 7.251285 13.053414
162 O -15.917232 9.443416 14.340993
163 F -15.249542 7.343226 15.287669
164 S -13.384163 8.857552 12.542732
165 O -14.172730 10.017143 12.099811
166 O -13.255528 7.787431 11.586634
167 F -11.882092 9.351738 12.729563

Cartesian forces (eV/Å) of the 2 atoms listed first:
C 0.497 0.067 -0.797
C -0.969 2.699 0.249

---

[5]
Below is a 3-piece molecular cluster, C6H15NO3 overall at a distorted geometry, with properties calculated with ωB97M-V/def2-TZVPD.

Computed properties:
Maximum force (eV/A): 2.24
E (Ha): -518.01217
Highest occupied orbital energy (Ha): -0.2733

Positions of all 25 atoms, in Å:
1 C 0.393000 -0.092953 -1.630880
2 C -0.821218 -0.356111 0.755947
3 C 0.914874 -1.500715 -1.597467
4 C -0.868734 0.174701 -2.410007
5 C -0.237520 -1.394931 1.696791
6 O 1.184698 0.860422 -1.426677
7 H 1.768759 0.854121 0.187796
8 H -1.262855 -0.842021 -0.111538
9 H -1.689228 0.150520 1.183740
10 H 1.742937 -1.589316 -0.895994
11 H -1.399441 1.024955 -1.986130
12 H 0.136121 -2.217416 -1.345316
13 H 1.294217 -1.742703 -2.596231
14 H -0.582319 0.436905 -3.431635
15 H -1.534018 -0.684469 -2.437558
16 H 0.187044 -0.952923 2.601480
17 H 0.589207 -1.931682 1.227742
18 H -0.978115 -2.135117 2.022384
19 C 0.281068 1.427851 1.189685
20 N -0.146081 1.718161 2.457340
21 O -0.134134 2.320489 0.273095
22 O 1.557934 1.028080 1.142668
23 H 0.314295 2.075654 -0.581106
24 H 0.367793 1.272555 3.200721
25 H -1.078282 2.095943 2.511150

Cartesian forces (eV/Å) of the 2 atoms listed first:
C 1.490 1.003 -1.220
C 0.213 1.354 1.114

---

[6]
Below is a 2-piece molecular cluster, C5H13NO2 overall at a distorted geometry, with properties calculated with ωB97M-V/def2-TZVPD.

Computed properties:
Maximum force (eV/A): 3.74
SMILES: CC(C)N(C)C=O.O
E (Ha): -403.48129
Highest occupied orbital energy (Ha): -0.3409

Positions of all 21 atoms, in Å:
1 C -0.633386 0.381616 -0.972836
2 N -0.248586 0.622816 0.295980
3 C -0.917606 1.724523 1.029356
4 C 2.063996 0.014823 0.885425
5 C 0.594583 -0.280981 1.101948
6 C 0.174013 -1.782718 0.769190
7 O -0.376276 -0.546590 -1.700711
8 H -1.138217 1.256563 -1.487184
9 H -0.392830 1.900932 1.930927
10 H -0.745002 2.669923 0.462397
11 H -1.947333 1.448879 1.196636
12 H 2.671583 -0.742654 0.399067
13 H 2.296017 0.962912 0.416714
14 H 2.641768 -0.068737 1.807669
15 H 0.680695 -0.239248 2.232447
16 H -0.869434 -1.904991 0.603420
17 H 0.679532 -2.264330 1.614554
18 H 0.689384 -1.939639 -0.194089
19 H -1.310861 -1.060274 -3.482407
20 H -1.812578 0.375771 -3.528222
21 O -2.099471 -0.528590 -3.380287

Cartesian forces (eV/Å) of the 2 atoms listed first:
C 0.228 1.199 -1.268
N -0.366 0.711 2.028

---

[7]
Below is H10O5Pd as an isolated structure at a distorted geometry, with properties calculated with ωB97M-V/def2-TZVPD.

Computed properties:
Multiplicity: 3
Maximum force (eV/A): 16.25
E (Ha): -509.02489
⟨S²⟩: 2.003
Net charge: +2
Highest occupied orbital energy (alpha / beta) (Ha): -0.6510 / -0.6480

Positions of all 16 atoms, in Å:
1 Pd -0.558019 0.235052 -0.121000
2 O -2.160963 0.067733 -0.797250
3 H -2.798225 -0.121182 -0.102998
4 H -2.435640 -0.447146 -1.638246
5 O -0.594519 -0.199162 1.503214
6 H -0.003027 -0.972134 1.493742
7 H -1.482433 -0.402526 1.878506
8 O 0.265971 -0.882246 -1.154769
9 H 1.178185 -0.952767 -1.063870
10 H 0.223246 -0.993092 -2.111238
11 O 0.142748 1.804073 -0.295268
12 H 0.212077 2.573383 0.237926
13 H 0.743048 1.945078 -1.042515
14 O 2.176097 -0.410969 0.762833
15 H 2.672234 0.077350 1.440890
16 H 2.419220 -1.321444 1.010043

Cartesian forces (eV/Å) of the 2 atoms listed first:
Pd 0.112 3.569 -3.331
O -9.878 -2.258 -5.690